w | 14
Properties=species:S:1:pos:R:3 method="wB97M-V/def2-TZVPD" smiles=C1CSSC1.O gap_ev=8.30 spin_multiplicity=1 homo_ev=-7.8
C 0.000 0.000 0.000
C -0.893 -1.270 -0.068
S 0.241 -2.621 0.418
S 1.236 -1.689 1.901
C 0.772 0.004 1.363
H -0.645 0.900 -0.015
H 0.708 0.079 -0.847
H -1.740 -1.091 0.621
H -1.293 -1.277 -1.100
H 1.709 0.591 1.317
H 0.185 0.375 2.225
O 3.589 2.839 -2.364
H 4.273 2.395 -2.915
H 3.511 2.273 -1.562


x | 14
Properties=species:S:1:pos:R:3 method="wB97M-V/def2-TZVPD" gap_ev=9.51 spin_multiplicity=1 homo_ev=-8.8
O -3.134 -0.714 1.768
S -0.109 0.163 -0.845
S -2.724 0.127 0.634
C 1.651 -0.119 -0.661
C -2.298 1.767 1.280
C -1.050 -0.514 0.526
H 1.877 -0.971 -1.193
H 1.929 -0.277 0.361
H 2.235 0.660 -1.129
H -2.011 2.466 0.456
H -3.294 2.150 1.613
H -1.533 1.682 2.034
H -1.168 -1.586 0.429
H -0.407 -0.440 1.408


What should be chosen as the most stable of them? Choose w.


w | 14
Properties=species:S:1:pos:R:3 method="wB97M-V/def2-TZVPD" smiles="CC=O.CSS" gap_ev=8.96 spin_multiplicity=1 homo_ev=-8.7
C 2.274 2.989 -1.706
C 2.329 1.946 -0.607
O 2.508 2.290 0.503
H 1.744 3.810 -1.359
H 1.627 2.482 -2.516
H 3.147 3.253 -2.185
H 2.205 0.957 -0.970
C -2.799 -2.616 2.118
S -3.073 -2.292 0.297
S -1.175 -1.856 -0.517
H -1.658 -2.590 2.172
H -3.387 -3.582 2.290
H -3.364 -1.888 2.617
H -0.381 -2.903 -0.138


x | 14
Properties=species:S:1:pos:R:3 method="wB97M-V/def2-TZVPD" gap_ev="7.04 / 7.57" spin_multiplicity=1 homo_ev="-7.6 / -7.8"
C -0.457 -0.489 0.182
C -2.880 -1.293 0.716
C 3.280 -0.813 0.772
O 0.734 -0.257 0.155
S -1.420 -1.827 -0.170
S 2.194 -1.355 -0.643
H -0.039 0.043 -2.074
H -3.539 -1.921 0.276
H -3.353 -0.363 0.385
H -2.746 -1.295 1.833
H 4.175 -1.318 0.891
H 3.612 0.284 0.614
H 2.545 -1.039 1.527
H 0.289 -0.086 -2.767


What should be chosen as the most stable of them? Choose w.


w | 9
Properties=species:S:1:pos:R:3 method="wB97M-V/def2-TZVPD" smiles="O=CC(=O)C(=O)O" gap_ev=9.38 spin_multiplicity=1 homo_ev=-10.2
O -2.154 0.729 -0.255
C -1.407 -0.201 -0.293
C -0.150 -0.360 0.540
O 0.055 -1.214 1.363
C 0.857 0.797 0.299
O 0.838 1.939 0.572
O 1.642 0.154 -0.707
H -1.560 -1.073 -0.966
H 1.879 -0.771 -0.553


x | 9
Properties=species:S:1:pos:R:3 method="wB97M-V/def2-TZVPD" smiles="O=C=CO.O=C=O" gap_ev=8.51 spin_multiplicity=1 homo_ev=-8.6
O -0.840 -1.222 0.137
C 0.163 -0.608 0.104
C 1.284 -0.172 -0.420
O 2.510 -0.537 0.030
H 1.216 0.636 -1.117
H 2.405 -0.728 1.016
O -3.275 0.436 -0.204
C -2.240 0.855 0.116
O -1.223 1.341 0.338


What should be chosen as the most stable of them? Choose x.


w | 9
Properties=species:S:1:pos:R:3 method="wB97M-V/def2-TZVPD" smiles="O=CC(=O)C(=O)O" gap_ev=9.06 spin_multiplicity=1 homo_ev=-10.2
O -1.433 -0.819 -0.730
C -1.543 0.208 -0.053
C -0.104 1.012 -0.102
O 0.209 2.159 0.076
C 1.150 -0.030 -0.110
O 2.291 0.082 -0.622
O 0.683 -1.142 0.637
H -2.591 0.516 0.681
H 1.338 -1.985 0.223


x | 9
Properties=species:S:1:pos:R:3 method="wB97M-V/def2-TZVPD" smiles="O=C=CO.O=C=O" gap_ev=8.59 spin_multiplicity=1 homo_ev=-8.5
O -0.034 -2.184 -0.163
C -0.809 -1.330 -0.030
C -1.447 -0.187 0.157
O -2.752 0.034 0.527
H -0.728 0.675 -0.309
H -3.177 0.837 0.225
O 2.752 1.712 0.368
C 2.993 0.744 -0.191
O 3.203 -0.301 -0.582


What should be chosen as the most stable of them? Choose x.


w | 13
Properties=species:S:1:pos:R:3 method="wB97M-V/def2-TZVPD" smiles="C=CCl.OSCCl" gap_ev=9.80 spin_multiplicity=1 homo_ev=-9.1
C 3.859 0.050 0.038
C 2.635 0.287 0.466
Cl 1.243 0.050 -0.504
H 4.700 0.221 0.687
H 4.066 -0.313 -0.952
H 2.406 0.653 1.455
O -2.225 -1.692 -0.975
S -2.453 -1.120 0.547
C -3.222 0.475 0.214
Cl -2.051 1.764 -0.236
H -1.321 -1.521 -1.269
H -3.712 0.782 1.135
H -3.925 0.363 -0.607


x | 13
Properties=species:S:1:pos:R:3 method="wB97M-V/def2-TZVPD" gap_ev=9.41 spin_multiplicity=1 homo_ev=-9.1
C -0.853 1.899 -0.242
C 0.817 -1.952 0.360
C -0.655 0.469 -0.616
O 1.148 0.319 1.714
S 1.294 -0.156 0.349
Cl 2.224 -2.884 0.926
Cl -0.476 0.144 -2.315
H -0.236 2.552 -0.852
H -0.582 2.024 0.807
H -1.899 2.187 -0.366
H 0.577 -2.261 -0.652
H -0.005 -2.113 1.054
H -1.354 -0.227 -0.165


What should be chosen as the most stable of them? Choose w.


w | 9
Properties=species:S:1:pos:R:3 method="wB97M-V/def2-TZVPD" smiles="C[P@@H](=S)S" gap_ev=9.40 spin_multiplicity=1 homo_ev=-8.9
C -0.921 0.663 0.274
P 0.484 -0.059 -0.578
S 2.097 0.758 0.093
S 0.450 -2.062 -0.001
H -0.638 1.120 1.301
H -1.399 1.508 -0.319
H -1.802 -0.116 0.508
H 0.137 0.060 -2.050
H 1.592 -1.872 0.773


x | 9
Properties=species:S:1:pos:R:3 method="wB97M-V/def2-TZVPD" smiles=PC(S)S gap_ev=9.33 spin_multiplicity=1 homo_ev=-8.8
P 1.517 0.781 0.064
C -0.227 0.076 -0.507
S -0.612 -1.532 0.219
S -1.459 1.253 0.011
H 1.417 0.410 1.394
H 2.201 -0.268 -0.410
H -0.191 -0.096 -1.652
H -1.777 -1.461 -0.344
H -0.870 0.837 1.225


What should be chosen as the most stable of them? Choose w.